DFT (ωB97M-V with the def2-TZVPD basis set) results for the molecule C15H23N3O2.

Summary:
* SMILES: CN(CCCCCNC(=O)/C=N/O)Cc1ccccc1
* Kohn-Sham gap: 0.351 Ha
* spin multiplicity: 1
* energy above the lowest of the compared OMol25 structures with the same formula, charge and spin: 179.2 kJ/mol

Each line ends with the Mulliken charge.
Positions of all 43 atoms, in Å:
C1 1.4709 1.5539 -2.0734  -1.39
N1 0.4072 0.9900 -1.2658  0.53
C2 -0.1309 1.9717 -0.3319  -0.57
C3 0.8496 2.3178 0.8014  -0.84
C4 0.2446 2.1506 2.2012  -0.95
C5 0.4774 0.7775 2.8348  -0.89
C6 -0.0865 -0.4161 2.0540  -0.64
N2 0.7819 -0.8340 0.9820  0.61
C7 1.4787 -1.9780 1.0489  0.57
O1 1.4235 -2.7780 1.9668  -0.70
C8 2.3798 -2.2192 -0.1165  -0.54
N3 2.7313 -1.2544 -0.8508  0.04
O2 3.6112 -1.5543 -1.8810  -0.49
C9 -0.6465 0.4380 -2.1217  -1.39
C10 -1.5721 -0.4628 -1.3501  0.72
C11 -1.1825 -1.7644 -1.0570  -0.45
C12 -1.9986 -2.5930 -0.3092  -0.56
C13 -3.2220 -2.1322 0.1482  -0.57
C14 -3.6296 -0.8454 -0.1573  -0.63
C15 -2.8086 -0.0158 -0.9025  -0.20
H1 1.1243 2.3971 -2.6908  0.38
H2 2.2718 1.9051 -1.4272  0.39
H3 1.8649 0.7826 -2.7330  0.26
H4 -1.0374 1.5419 0.0957  0.16
H5 -0.4250 2.8915 -0.8681  0.53
H6 1.7323 1.6828 0.7283  0.48
H7 1.1804 3.3511 0.6820  0.46
H8 0.6904 2.8927 2.8677  0.41
H9 -0.8274 2.3568 2.1649  0.33
H10 0.0172 0.7829 3.8251  0.44
H11 1.5486 0.6170 2.9713  0.32
H12 -1.0783 -0.1838 1.6562  -0.03
H13 -0.1735 -1.2730 2.7280  0.59
H14 0.8450 -0.2573 0.1422  -0.14
H15 2.7491 -3.2362 -0.2379  0.46
H16 3.8104 -0.6999 -2.2906  0.36
H17 -0.1562 -0.1487 -2.9028  0.55
H18 -1.2208 1.2448 -2.6092  0.36
H19 -0.2320 -2.1269 -1.4191  0.43
H20 -1.6782 -3.5979 -0.0799  0.41
H21 -3.8592 -2.7766 0.7352  0.40
H22 -4.5882 -0.4843 0.1859  0.38
H23 -3.1370 0.9862 -1.1441  0.40

Forces on the atoms, in the same order (eV/Å):
0.000 0.004 0.050
-0.151 0.079 -0.237
0.091 0.018 0.075
-0.196 0.184 0.045
0.291 -0.073 0.098
-0.296 0.039 -0.097
0.103 -0.064 0.407
0.090 0.072 0.041
-0.275 0.590 0.022
0.148 -0.362 0.042
0.634 -0.615 -0.437
-0.016 0.817 -0.131
-0.120 -0.460 0.255
0.015 -0.016 0.016
-0.088 0.014 -0.127
-0.145 0.037 -0.071
0.055 -0.077 -0.003
-0.070 -0.004 0.042
-0.122 0.015 0.078
0.037 -0.025 -0.055
-0.022 0.018 -0.004
0.094 0.032 -0.010
0.058 -0.016 -0.039
0.008 0.075 -0.009
-0.071 -0.081 0.003
0.123 0.021 -0.066
0.081 -0.045 -0.030
-0.087 0.039 0.012
-0.074 0.076 0.027
0.030 -0.020 0.062
0.037 -0.028 0.069
-0.050 -0.062 -0.012
-0.100 0.124 -0.124
0.071 -0.128 -0.086
0.045 0.020 -0.072
-0.199 -0.155 0.279
-0.028 0.080 -0.017
0.057 -0.050 -0.021
0.130 -0.029 -0.048
0.035 -0.103 0.029
-0.051 -0.061 0.047
-0.074 0.020 0.027
0.003 0.100 -0.029

---

DFT (ωB97M-V with the def2-TZVPD basis set) results for the molecule C3H6N2S2.

Summary:
* SMILES: CC1=NN[C@H](S)S1
* Kohn-Sham gap: 0.345 Ha
* spin multiplicity: 1
* energy above the lowest of the compared OMol25 structures with the same formula, charge and spin: 233.3 kJ/mol

Each line ends with the Mulliken charge.
Positions of all 13 atoms, in Å:
C1 -0.8398 -1.3011 1.3146  -0.95
C2 -0.0743 -0.5117 0.3418  0.56
N1 0.8141 0.2506 0.6640  -0.51
N2 1.3238 1.0348 -0.6049  -0.26
C3 0.6773 0.6288 -1.7748  -0.03
S1 0.1386 2.2825 -2.5452  -0.27
S2 -0.6404 -0.5840 -1.3328  -0.16
H1 -0.7602 -0.6686 2.3550  0.27
H2 -0.1778 -2.1459 1.6195  0.27
H3 -1.7710 -1.6889 0.9374  0.36
H4 2.2722 0.9596 -0.7037  0.22
H5 1.3832 0.1575 -2.4944  0.35
H6 0.1378 2.9344 -1.3809  0.16

Forces on the atoms, in the same order (eV/Å):
2.057 0.322 3.727
-3.178 -1.543 -1.740
4.415 3.641 -1.491
-3.100 -1.265 4.085
-0.592 0.479 -1.806
-0.259 -0.942 -0.582
0.702 0.610 -0.276
-1.178 -1.466 -2.569
-0.621 0.142 -0.488
-0.456 0.262 0.386
2.914 -0.426 0.428
-0.695 0.323 0.199
-0.009 -0.137 0.127

---

DFT (ωB97M-V with the def2-TZVPD basis set) results for the ion C20H35ClN5O4S with charge +1.

Summary:
* SMILES: COCCCCN(COCOCCO)C1=[N+](c2ccccn2)[C@@H](CCCN)[C@@H](Cl)N1S
* Kohn-Sham gap: 0.299 Ha
* spin multiplicity: 1
* total charge: +1

Each line ends with the Mulliken charge.
Positions of all 66 atoms, in Å:
C1 -1.7592 -5.5249 2.6179  -0.49
O1 -1.3072 -4.5667 3.6304  -0.44
C2 -0.3141 -3.7679 2.9491  0.48
C3 0.0339 -2.4015 3.7318  -1.08
C4 0.6355 -1.3137 2.6915  0.03
C5 -0.6706 -0.5638 2.0809  -0.97
N1 -0.3130 0.5735 1.1676  0.47
C6 -0.9430 1.8941 1.5534  -0.96
O2 -0.0657 2.4818 2.5238  -0.21
C7 -0.6114 3.7226 3.0454  -0.43
O3 -1.3041 4.5200 2.0830  -0.30
C8 -0.4283 5.4285 1.3838  0.20
C9 -1.3208 6.7269 0.9515  -0.54
O4 -2.6104 6.6924 1.6246  -0.52
C10 0.4879 0.4417 0.1068  0.32
N2 1.0936 -0.7612 -0.3980  0.55
C11 0.2403 -1.9864 -0.5575  0.06
C12 -1.1909 -1.7489 -0.9519  0.02
C13 -2.1245 -2.9414 -1.1667  -0.66
C14 -1.3891 -4.2612 -0.9292  -0.35
C15 0.0557 -4.2411 -0.4984  -0.55
N3 0.9548 -3.1725 -0.2851  -0.48
C16 1.8724 -0.6008 -1.6883  -0.12
C17 1.1049 -0.6414 -3.0901  -0.60
C18 2.0870 -0.9156 -4.3592  -0.54
C19 1.4123 -0.1822 -5.6337  -0.69
N4 1.3559 1.3010 -5.5094  -0.42
C20 2.1948 0.9458 -1.4917  -0.50
Cl1 3.0338 1.9175 -2.7642  -0.07
N5 0.9464 1.5133 -0.8115  -0.14
S1 1.7417 2.8954 -0.0086  -0.17
H1 -0.8297 -5.8234 2.0051  0.18
H2 -2.4989 -5.0359 1.8929  0.18
H3 -2.1785 -6.4653 3.0938  0.32
H4 -0.7799 -3.4629 1.9394  -0.35
H5 0.6712 -4.3121 2.7698  0.31
H6 0.6855 -2.5589 4.6473  0.37
H7 -0.9779 -1.9939 4.1021  0.27
H8 1.2352 -0.5375 3.2802  0.35
H9 1.2550 -1.8355 1.8959  0.21
H10 -1.2135 -0.1506 3.0074  0.62
H11 -1.3861 -1.3187 1.6186  0.08
H12 -1.0254 2.4827 0.5751  0.38
H13 -1.9699 1.7182 2.0425  0.53
H14 -1.2652 3.4294 3.9477  0.31
H15 0.2724 4.3035 3.4833  0.32
H16 -0.0167 5.0043 0.4035  -0.19
H17 0.4232 5.8438 2.0219  0.33
H18 -1.4458 6.7437 -0.1935  0.32
H19 -0.7815 7.6873 1.2346  0.25
H20 -3.2715 6.5851 0.9046  0.31
H21 -1.5748 -0.6963 -1.1311  0.31
H22 -3.2112 -2.9140 -1.4777  0.40
H23 -1.9292 -5.2491 -1.0775  0.42
H24 0.5244 -5.2731 -0.3078  0.44
H25 2.7579 -1.3050 -1.7694  0.36
H26 0.2789 -1.4125 -3.1964  0.33
H27 0.5959 0.3852 -3.2229  0.31
H28 2.1131 -2.0343 -4.5819  0.32
H29 3.1414 -0.5423 -4.1588  0.35
H30 0.3204 -0.5420 -5.7106  0.26
H31 1.9995 -0.4042 -6.5998  0.37
H32 0.4033 1.6681 -5.6122  0.19
H33 1.9771 1.7827 -6.1654  0.22
H34 2.9606 0.9139 -0.6299  0.51
H35 1.8424 3.8564 -1.0287  0.24

Forces on the atoms, in the same order (eV/Å):
0.686 -0.291 -0.308
0.700 -0.358 -1.742
0.132 1.673 0.160
-1.069 -0.119 -0.521
-1.105 -0.197 0.756
0.778 -1.196 1.546
-0.202 -0.077 -0.382
0.250 0.289 -0.350
-0.961 0.315 -1.216
0.180 0.534 1.295
1.921 -0.760 0.873
-0.392 1.873 -1.042
0.054 -0.250 -0.214
0.532 0.177 -1.794
1.843 -0.081 -2.578
-2.729 -0.291 -0.361
-1.007 -0.145 0.829
0.022 -2.929 -0.028
4.860 -0.886 1.271
0.612 3.080 0.163
-0.520 -0.682 -0.352
-5.783 0.786 -1.837
-0.220 2.203 -1.994
-0.560 -0.094 -0.769
-0.918 0.489 0.070
0.104 -0.071 -0.281
-0.261 -0.264 0.008
2.178 -2.572 2.282
-1.320 -0.848 0.898
1.354 -0.468 1.049
-0.820 1.542 0.390
-1.442 0.151 0.771
0.836 -0.641 1.081
0.372 1.428 -0.407
0.882 -0.372 1.236
-1.316 0.291 0.110
-0.680 0.105 -1.311
1.500 -0.599 -0.316
-0.681 -1.072 -1.056
-0.677 0.820 1.065
0.893 -0.173 -1.696
1.017 1.116 0.213
-0.004 -0.517 1.587
1.438 -0.011 -1.071
0.320 0.655 -1.712
-1.056 -0.936 -0.758
-0.468 0.215 1.619
-1.066 -1.036 -0.592
0.112 -0.087 1.725
-0.625 -1.257 -0.242
0.560 0.106 0.996
0.729 -1.470 0.289
1.600 0.217 0.448
0.971 1.435 0.328
-0.775 1.736 -0.346
-1.006 1.056 0.772
1.016 0.787 0.527
0.798 -1.532 0.058
0.080 1.446 0.408
-1.334 -0.405 -0.370
1.780 0.159 -0.083
-1.035 -0.233 1.539
0.763 -0.280 -0.104
-0.467 -0.370 0.374
-0.884 0.278 -1.497
-0.490 -1.393 0.596

---

DFT (ωB97M-V with the def2-TZVPD basis set) results for a structure of composition H28KrO14.

Summary:
* Kohn-Sham gap: 0.362 Ha
* spin multiplicity: 1
* energy above the lowest of the compared OMol25 structures with the same formula, charge and spin: 78.4 kJ/mol

Each line ends with the Mulliken charge.
Positions of all 43 atoms, in Å:
Kr1 -9.1044 12.5100 -17.4602  0.03
O1 -11.0250 9.6567 -16.5425  -0.62
H1 -10.2576 9.3953 -16.0335  0.28
H2 -11.6480 9.9766 -15.8901  0.31
O2 -11.1769 11.9884 -20.4765  -0.68
H3 -10.2929 12.3447 -20.5654  0.25
H4 -11.0659 11.0430 -20.5777  0.33
O3 -6.2783 12.9675 -15.3188  -0.63
H5 -7.0836 13.1459 -14.8333  0.38
H6 -6.4985 12.2283 -15.8856  0.30
O4 -10.3920 15.8486 -18.8607  -0.67
H7 -10.1018 16.3160 -19.6440  0.28
H8 -9.6329 15.8626 -18.2778  0.29
O5 -8.2466 10.3701 -20.7930  -0.69
H9 -7.8244 10.0583 -21.5934  0.31
H10 -8.1539 11.3222 -20.8280  0.40
O6 -10.8838 14.8216 -14.5990  -0.64
H11 -11.3070 14.4226 -15.3591  0.37
H12 -9.9482 14.6804 -14.7435  0.29
O7 -12.6334 11.5622 -18.0590  -0.65
H13 -12.2792 11.6853 -18.9396  0.43
H14 -12.2591 10.7321 -17.7636  0.30
O8 -12.1154 14.2895 -17.2639  -0.62
H15 -12.2738 13.4766 -17.7438  0.37
H16 -11.3734 14.6933 -17.7141  0.32
O9 -6.7989 9.9490 -16.0318  -0.56
H17 -6.8287 9.6013 -16.9232  0.32
H18 -5.9205 9.7326 -15.7191  0.29
O10 -8.4757 13.0725 -13.5486  -0.60
H19 -9.1756 12.5505 -13.9409  0.31
H20 -8.3938 12.7331 -12.6573  0.26
O11 -6.5050 14.3201 -19.1138  -0.69
H21 -6.2618 13.6294 -18.4973  0.41
H22 -6.0278 15.0922 -18.8097  0.28
O12 -8.4434 13.1753 -20.9529  -0.62
H23 -7.9444 13.1620 -21.7696  0.27
H24 -7.8485 13.5689 -20.3146  0.34
O13 -5.5549 12.2209 -17.7928  -0.61
H25 -4.7194 11.8529 -18.0806  0.26
H26 -6.2164 11.6589 -18.1962  0.28
O14 -7.2151 9.0087 -18.7091  -0.65
H27 -6.4459 8.5706 -19.0731  0.28
H28 -7.6283 9.4327 -19.4612  0.37

Forces on the atoms, in the same order (eV/Å):
-0.001 -0.044 -0.023
-0.117 -0.087 -0.169
0.338 -0.105 0.015
-0.207 0.118 0.275
-0.502 -0.089 -0.013
0.416 0.375 -0.005
0.125 -0.326 -0.146
0.325 0.396 -0.069
-0.220 0.005 0.526
0.112 -0.323 -0.095
0.044 -0.038 0.034
-0.045 0.058 -0.256
0.327 0.065 0.196
-0.049 -0.726 -0.091
0.016 -0.222 -0.292
-0.179 0.947 0.202
0.143 0.070 0.443
-0.529 -0.092 -0.682
0.299 0.026 0.148
-0.575 0.110 0.270
0.285 0.188 -0.551
0.306 -0.168 0.106
0.020 0.217 0.636
-0.204 -0.647 0.071
-0.059 0.343 -0.387
-0.119 0.246 0.434
-0.302 -0.288 -0.665
0.198 0.047 0.254
-0.007 0.163 -0.118
-0.340 -0.101 -0.116
0.129 0.001 0.250
-0.585 0.573 -0.797
0.476 -0.482 0.566
0.001 0.231 -0.018
-0.362 -0.687 -0.305
0.042 0.267 -0.370
0.529 0.654 0.710
0.073 -0.091 -0.128
0.325 -0.009 -0.055
-0.327 -0.551 -0.040
0.561 -0.350 0.855
0.184 -0.240 -0.020
-0.545 0.563 -0.580

---

Values for HOMO energy, eV, ordered as above
-8.9256, -8.6683, -11.4078, -10.2306